Entry 1:
Entry from the Open Molecules 2025 dataset: 2 unconnected molecules or ions with the total composition C6H14N2O2 at a distorted geometry (ωB97M-V with the def2-TZVPD basis set).

Element x y z (Å)
O (1.539, -0.978, 0.821)
O (-0.391, 0.779, -0.952)
N (-1.162, 2.054, 0.844)
N (0.807, -2.239, -0.890)
C (-0.974, 1.694, -0.486)
C (-1.452, 2.702, -1.535)
C (2.041, -1.962, -1.570)
C (-0.368, -2.328, 1.285)
C (-0.155, 1.670, 1.829)
C (0.738, -1.811, 0.414)
H (2.946, -2.103, -0.895)
H (-1.314, -2.253, 0.735)
H (-1.438, 2.965, 0.966)
H (-0.456, 1.685, 3.037)
H (1.972, -0.870, -1.820)
H (-1.582, 2.238, -2.582)
H (2.113, -2.606, -2.536)
H (0.562, 2.521, 1.827)
H (-0.224, -1.932, 2.271)
H (-0.513, -3.448, 1.477)
H (-2.508, 3.018, -1.131)
H (0.386, 0.788, 1.538)
H (0.321, -3.173, -1.098)
H (-0.885, 3.587, -1.551)

Computed properties:
Spin multiplicity: 2
Energy relative to the best compared isomer or geometry (same formula, charge and spin), kcal per mole: 59.0
Kohn-Sham gap (alpha / beta), eV: 12.039 / 3.910
Max |F|, hartree/bohr: 0.0832
Total charge: +1

These are the natural (NBO) partial charges, in e, on atoms 1 to 6:
1 O -0.5053
2 O -0.3580
3 N -0.5240
4 N -0.4487
5 C 0.6776
6 C -0.6768


Entry 2:
Entry from the Open Molecules 2025 dataset: 2 unconnected molecules or ions with the total composition CH8NP3 at a distorted geometry (ωB97M-V with the def2-TZVPD basis set).

Element x y z (Å)
P (1.080, 0.196, 0.609)
P (1.323, 0.359, -1.531)
P (0.682, -1.973, 0.535)
N (-0.307, 0.893, 1.012)
C (-2.130, 0.414, -0.374)
H (1.946, 1.541, -1.482)
H (-1.699, -0.176, -1.028)
H (-0.083, -1.869, 1.598)
H (2.540, -0.430, -1.301)
H (-2.339, 1.490, -0.519)
H (-2.626, -0.189, 0.392)
H (-0.086, 1.913, 0.778)
H (1.699, -2.170, 1.309)

Computed properties:
Spin multiplicity: 1
Energy relative to the best compared isomer or geometry (same formula, charge and spin), kcal per mole: 68.5
Kohn-Sham gap (alpha / beta), eV: 6.961 / 7.663
Max |F|, hartree/bohr: 0.1119

These are the natural (NBO) partial charges, in e, on atoms 1 to 6:
1 P 0.5977
2 P -0.0264
3 P 0.0072
4 N -1.0467
5 C -0.3904
6 H -0.0312


Entry 3:
Entry from the Open Molecules 2025 dataset: a single C3H2ClO3P molecule at a distorted geometry (ωB97M-V with the def2-TZVPD basis set).

Element x y z (Å)
Cl (-2.803, 0.821, 1.680)
P (-0.806, 1.122, 3.089)
O (-2.590, 1.741, -0.748)
O (-0.140, -0.189, 2.139)
O (-1.138, 0.511, 4.347)
C (-1.956, 1.122, 0.030)
C (-0.705, 0.459, -0.092)
C (0.041, -0.167, 0.850)
H (0.917, -0.729, 0.533)
H (-0.348, 0.420, -1.109)

Computed properties:
Spin multiplicity: 1
Energy relative to the best compared isomer or geometry (same formula, charge and spin), kcal per mole: 0.0
Kohn-Sham gap, eV: 9.559
Max |F|, hartree/bohr: 0.0345

These are the natural (NBO) partial charges, in e, on atoms 1 to 6:
1 Cl -0.1076
2 P 1.5116
3 O -0.4631
4 O -0.7529
5 O -1.0296
6 C 0.5950


Entry 4:
Entry from the Open Molecules 2025 dataset: a single C4H7NO2S molecule at a distorted geometry (ωB97M-V with the def2-TZVPD basis set).

Element x y z (Å)
S (-0.526, -0.974, 2.588)
O (-0.579, 3.123, -0.649)
O (0.924, -0.781, -2.286)
N (0.324, 1.178, -1.346)
C (0.497, -0.663, 1.122)
C (0.408, -0.247, -1.341)
C (-0.592, 1.922, -0.627)
C (-0.212, -0.995, -0.209)
H (-1.237, 1.388, 0.104)
H (-0.491, -2.305, 2.521)
H (0.584, 0.423, 1.289)
H (0.979, 1.734, -1.873)
H (1.477, -1.158, 1.066)
H (-1.216, -0.571, -0.135)
H (-0.340, -2.074, -0.222)

Computed properties:
Spin multiplicity: 1
Energy relative to the best compared isomer or geometry (same formula, charge and spin), kcal per mole: 22.7
Kohn-Sham gap, eV: 10.301
Max |F|, hartree/bohr: 0.0459

These are the natural (NBO) partial charges, in e, on atoms 1 to 6:
1 S -0.0130
2 O -0.5595
3 O -0.5366
4 N -0.6692
5 C -0.5141
6 C 0.6926


Entry 5:
Entry from the Open Molecules 2025 dataset: a molecular structure, C10H6ClN2ReS2 (ωB97M-V with the def2-TZVPD basis set).

Element x y z (Å)
Re (-0.805, 1.199, -1.400)
Cl (-0.547, 2.953, -2.760)
S (2.933, -0.885, -0.340)
S (-3.970, -2.100, -2.218)
N (-0.673, 0.505, 0.591)
N (-2.084, -0.159, -1.716)
C (-1.456, 0.211, 2.808)
C (3.089, -0.402, -1.973)
C (0.733, -0.569, 2.188)
C (-1.635, 0.651, 1.516)
C (-2.909, -1.010, -1.933)
C (1.393, -0.169, -0.238)
C (-0.253, -0.403, 3.143)
C (0.995, 0.379, -1.447)
C (1.993, 0.251, -2.457)
C (0.502, -0.100, 0.904)
H (-0.088, -0.757, 4.151)
H (1.670, -1.050, 2.429)
H (3.998, -0.636, -2.506)
H (1.915, 0.631, -3.463)
H (-2.246, 0.337, 3.533)
H (-2.554, 1.121, 1.190)

Computed properties:
Spin multiplicity: 4
Energy relative to the best compared isomer or geometry (same formula, charge and spin), kcal per mole: 1.9
Kohn-Sham gap (alpha / beta), eV: 7.101 / 7.033
Max |F|, hartree/bohr: 0.0128
Total charge: +1

These are the natural (NBO) partial charges, in e, on atoms 1 to 6:
1 Re 1.4781
2 Cl -0.2793
3 S 0.5586
4 S 0.1953
5 N -0.5002
6 N -0.7198


Entry 6:
Entry from the Open Molecules 2025 dataset: a single C4H5N3 molecule at a distorted geometry (ωB97M-V with the def2-TZVPD basis set).

Element x y z (Å)
N (1.500, -0.191, 2.447)
N (-1.229, 1.358, 1.054)
N (1.547, -0.741, 1.209)
C (0.608, 0.702, 2.397)
C (0.610, -0.326, 0.402)
C (-0.183, 0.714, 1.195)
C (0.489, -0.770, -1.007)
H (0.996, -1.712, -1.002)
H (1.066, -0.215, -1.742)
H (0.308, 1.244, 3.301)
H (-0.486, -0.868, -1.392)
H (-1.823, 1.095, 0.176)

Computed properties:
Spin multiplicity: 1
Energy relative to the best compared isomer or geometry (same formula, charge and spin), kcal per mole: 72.6
Kohn-Sham gap, eV: 8.496
Max |F|, hartree/bohr: 0.0895

These are the natural (NBO) partial charges, in e, on atoms 1 to 6:
1 N -0.2081
2 N -0.4828
3 N -0.2556
4 C 0.0218
5 C 0.1840
6 C 0.1422


Entry 7:
Entry from the Open Molecules 2025 dataset: 2 unconnected molecules or ions with the total composition C9H23N2PS at a distorted geometry (ωB97M-V with the def2-TZVPD basis set).

Element x y z (Å)
S (-1.077, -1.884, 2.054)
P (-0.661, -1.477, 0.215)
N (-1.879, -0.878, -0.703)
N (1.251, -0.068, -0.601)
C (2.680, -0.395, 1.370)
C (2.484, -0.472, -0.110)
C (-3.375, 2.097, 1.143)
C (-2.470, 1.254, 0.211)
C (3.581, 0.164, -1.001)
C (5.029, 0.013, -0.485)
C (-2.971, -0.052, -0.041)
C (-4.039, -0.031, -1.090)
C (-0.168, -3.061, -0.573)
H (-3.247, -0.610, 0.778)
H (-1.511, 1.136, 0.795)
H (0.403, -3.634, 0.117)
H (3.443, 1.280, -1.279)
H (3.455, -1.004, 1.619)
H (-3.090, 1.862, 2.099)
H (4.925, 0.129, 0.658)
H (-3.163, 3.124, 1.036)
H (1.742, -0.584, 1.995)
H (-3.724, 0.417, -1.996)
H (2.879, 0.676, 1.618)
H (-2.180, 1.639, -0.721)
H (5.533, 0.876, -0.959)
H (-1.414, -0.367, -1.403)
H (-4.327, 1.810, 0.764)
H (2.820, -1.499, -0.242)
H (-1.176, -3.485, -0.858)
H (0.981, 0.780, -0.154)
H (-4.429, -1.099, -1.539)
H (0.443, -2.802, -1.395)
H (5.498, -0.867, -0.895)
H (3.315, -0.254, -2.005)
H (-4.968, 0.444, -0.740)

Computed properties:
Spin multiplicity: 1
Energy relative to the best compared isomer or geometry (same formula, charge and spin), kcal per mole: 34.2
Kohn-Sham gap (alpha / beta), eV: 7.765 / 7.765
Max |F|, hartree/bohr: 0.0962

These are the natural (NBO) partial charges, in e, on atoms 1 to 6:
1 S -0.5492
2 P 1.4427
3 N -0.9719
4 N -0.7655
5 C -0.6267
6 C -0.1017


Entry 8:
Entry from the Open Molecules 2025 dataset: a molecular structure, C33H56N5O6P3Y at a distorted geometry (ωB97M-V with the def2-TZVPD basis set).

Element x y z (Å)
Y (-0.081, -0.167, 0.172)
P (-3.001, 1.339, -0.846)
P (-2.876, -1.613, -1.299)
P (1.609, -2.330, -0.113)
O (-1.603, -1.593, -0.488)
O (-4.229, 1.177, 0.101)
O (-1.682, 1.223, -0.125)
O (-2.995, 2.695, -1.608)
O (-2.858, -2.695, -2.422)
O (-4.114, -1.911, -0.419)
N (0.970, 1.661, -1.268)
N (1.522, 0.932, 1.264)
N (2.312, 1.872, 0.672)
N (1.332, 3.178, -3.002)
N (0.001, -0.925, 2.515)
C (-4.127, 3.506, -2.127)
C (1.059, -0.393, 3.176)
C (0.766, -1.896, 5.013)
C (-4.739, 4.315, -1.004)
C (4.338, 5.217, -2.449)
C (-1.858, -2.917, -4.604)
C (0.667, 2.195, -2.425)
C (-5.417, 0.690, 2.133)
C (3.210, 4.717, -3.067)
C (1.946, -1.421, -2.738)
C (-4.113, 1.220, 1.584)
C (-1.518, -4.660, -2.806)
C (2.852, 3.250, -1.162)
C (1.806, 0.652, 2.488)
C (4.729, 4.749, -1.191)
C (-0.315, -2.440, 4.339)
C (2.043, -2.682, -1.873)
C (1.461, -0.848, 4.421)
C (3.992, 3.781, -0.548)
C (0.845, -3.886, 0.520)
C (3.236, -2.305, 0.748)
C (-3.147, 0.008, -2.085)
C (-5.494, -3.896, -0.704)
C (-1.665, -3.187, -3.126)
C (-5.385, -2.425, -1.037)
C (1.539, -5.180, 0.093)
C (-3.813, 2.632, 2.053)
C (4.210, -1.257, 0.211)
C (2.028, 2.227, -0.548)
C (-6.535, -1.602, -0.506)
C (-5.144, 2.648, -2.853)
C (2.476, 3.730, -2.424)
C (-0.663, -1.924, 3.100)
H (-1.508, -2.325, 2.551)
H (4.267, 3.417, 0.431)
H (3.667, -3.302, 0.638)
H (4.478, -1.459, -0.826)
H (-1.019, -3.317, -5.172)
H (3.041, -2.149, 1.812)
H (2.559, -5.234, 0.471)
H (-4.136, 0.017, -2.546)
H (0.851, -3.802, 1.610)
H (1.034, 3.541, -3.896)
H (-6.349, -0.534, -0.621)
H (-5.615, 1.942, -2.162)
H (2.678, -0.671, -2.433)
H (5.133, -1.285, 0.790)
H (-0.802, -2.635, -2.741)
H (-6.404, -4.298, -1.147)
H (-7.437, -1.859, -1.061)
H (-2.401, 0.180, -2.864)
H (-5.542, -4.034, 0.376)
H (2.118, -1.657, -3.788)
H (1.567, -5.293, -0.990)
H (-2.917, 3.027, 1.570)
H (0.944, -0.977, -2.658)
H (0.997, -6.034, 0.499)
H (-5.563, -0.351, 1.855)
H (-3.291, 0.550, 1.852)
H (4.928, 5.977, -2.942)
H (-0.191, 1.813, -2.965)
H (2.624, 1.161, 2.990)
H (1.359, -3.445, -2.248)
H (-4.695, 2.111, -3.690)
H (-5.926, 3.292, -3.252)
H (2.902, 5.088, -4.038)
H (-1.484, -4.822, -1.727)
H (-0.603, -5.051, -3.250)
H (-0.885, -3.255, 4.764)
H (-3.971, 4.841, -0.439)
H (-0.200, -3.881, 0.199)
H (-2.770, -3.405, -4.949)
H (-5.309, 3.672, -0.333)
H (5.615, 5.153, -0.722)
H (-3.628, 4.170, -2.830)
H (-5.418, 5.055, -1.427)
H (-3.654, 2.629, 3.130)
H (-6.713, -1.823, 0.547)
H (-2.361, -5.218, -3.215)
H (3.050, -3.098, -1.910)
H (2.308, -0.389, 4.913)
H (3.811, -0.243, 0.280)
H (-4.642, -4.449, -1.098)
H (1.065, -2.276, 5.980)
H (-5.298, -2.296, -2.117)
H (-5.409, 0.767, 3.219)
H (-1.941, -1.847, -4.805)
H (-4.652, 3.292, 1.837)
H (-6.252, 1.280, 1.753)

Computed properties:
Spin multiplicity: 1
Energy relative to the best compared isomer or geometry (same formula, charge and spin), kcal per mole: 13.5
Kohn-Sham gap, eV: 7.093
Max |F|, hartree/bohr: 0.0295
Total charge: +3

These are the Mulliken partial charges, in e, on atoms 1 to 6:
1 Y 0.9866
2 P 0.0286
3 P -0.1207
4 P 1.4592
5 O -0.1131
6 O 0.2905